A molecular structure, C51H40N2OP2V in a non-equilibrium geometry, computed with ωB97M-V/def2-TZVPD.

Charge ... +2
Orbital gap (spin up / spin down) ... 7.348 / 7.395 eV
E ... -3778.5237 Eh
LUMO (spin up / spin down) ... -5.69 / -5.64 eV
Multiplicity ... 4

Structure (XYZ):
```
97
Properties=species:S:1:pos:R:3:forces:R:3
C -1.93940 -0.24444 3.87894 0.144 -0.001 -0.260
H 2.91114 -0.38293 -6.59843 0.034 -0.045 0.080
C 3.68023 1.27071 -4.53111 0.005 0.022 0.020
C 4.65413 -2.27842 -1.87298 0.016 -0.037 0.036
N -0.88038 -0.75214 3.18488 0.180 -0.155 -0.008
C -5.25716 -1.59394 -1.87174 -0.018 -0.039 -0.016
H 4.94873 -1.83802 -3.94125 -0.063 0.023 0.120
C 2.80100 -1.19467 -0.79773 -0.116 0.186 0.059
H -5.32985 2.85286 3.89627 0.050 -0.043 -0.017
C 4.44551 1.55832 3.54423 0.029 0.031 -0.009
H -3.33898 2.72687 -2.39121 0.068 0.053 0.025
H 4.12912 -2.58556 0.17945 -0.028 0.058 -0.128
H 2.62170 -1.85301 -5.64841 0.045 0.086 0.003
C -3.40209 -0.09792 5.84943 0.150 -0.241 0.188
C 4.16366 0.42592 1.43412 0.046 -0.001 0.048
C 1.58423 -2.56021 1.28537 0.114 -0.012 -0.043
H 1.00064 -6.22187 2.37538 0.013 0.051 0.000
C -3.03190 2.23916 1.51164 0.193 -0.181 0.210
C -3.77588 1.35824 3.96863 -0.251 0.083 0.185
C -1.55057 2.53623 -1.20245 0.089 0.005 -0.128
C 3.88292 -2.06772 -0.74183 0.168 -0.111 0.042
H -1.34632 1.02289 -6.27975 0.060 -0.019 0.087
C -1.49590 -1.66973 5.76414 -0.174 -0.002 0.292
V -0.56071 0.09718 0.98897 -0.827 0.085 1.211
N -2.34445 1.21987 2.02321 0.080 0.221 -0.357
C 2.53055 -0.57031 -2.00349 -0.201 0.035 -0.032
C -2.28162 -0.67510 5.16250 -0.147 -0.026 0.229
H -0.64991 -5.09397 0.92027 0.037 0.030 0.009
H 1.03271 0.47506 -6.49277 -0.060 0.007 0.100
H -6.16567 -2.17174 -1.99561 0.066 0.039 0.009
C 4.33630 -1.64142 -3.06754 0.088 -0.142 -0.116
H 5.05929 2.14086 4.22052 -0.026 -0.037 -0.037
H 4.75244 1.05380 -4.55556 -0.113 0.017 0.003
H -1.96339 -1.70439 -2.64477 -0.013 0.018 -0.002
P 1.76223 -0.85732 0.66999 0.685 -0.504 -0.168
C 0.23360 -4.56318 1.25292 0.054 0.043 0.003
C -2.57902 3.24679 -1.81699 -0.054 0.045 -0.067
H 3.03089 -5.01742 3.11898 -0.061 0.043 -0.062
C 2.87169 0.04901 1.79684 -0.045 0.108 0.042
H -3.64950 -0.46286 6.84179 0.063 0.025 -0.124
H 0.25208 2.68587 -0.03562 0.192 -0.130 0.107
C -1.35930 0.88700 -4.14101 -0.137 -0.005 -0.136
C -0.75832 0.83823 -5.38788 -0.031 0.002 -0.006
H -1.74226 -2.01728 6.76263 0.008 0.035 -0.090
H -4.95680 1.33414 5.79418 0.083 -0.046 -0.088
H -4.61845 3.67658 1.64723 0.076 -0.099 0.056
C 2.51932 -3.20334 2.09274 0.004 0.058 0.160
C 2.36989 0.46435 3.03595 0.070 0.052 -0.030
H 0.66794 -2.08962 3.27312 0.374 -0.136 -0.255
C -5.29656 -0.36855 -1.22314 0.041 0.033 0.020
H -2.71367 2.61413 0.55829 -0.012 -0.037 -0.013
C 3.25129 -0.78082 -3.16783 0.161 -0.018 -0.082
C 0.45029 -3.24865 0.86153 0.051 -0.206 0.117
C -1.67352 5.30391 -0.94164 -0.051 0.021 -0.027
C 3.15307 1.20466 3.90837 -0.006 -0.053 -0.032
H 4.57164 0.14086 0.47376 -0.022 0.003 0.009
C -2.89239 -1.32815 -2.22990 -0.078 -0.040 0.080
H -3.44338 5.18027 -2.15618 0.072 -0.050 0.042
P -1.31782 0.73809 -1.33126 -0.228 0.336 -0.706
C 4.94323 1.17637 2.30697 0.021 -0.020 -0.015
C -4.05324 -2.07476 -2.37271 0.037 0.006 -0.032
C -0.16306 -1.68775 3.80299 -0.411 0.183 -0.003
C -4.49442 2.40499 3.36886 -0.172 0.064 0.220
H 3.39742 -2.66564 2.44208 -0.077 -0.063 -0.034
C -2.92315 -0.09037 -1.57744 -0.026 -0.035 0.044
H 0.21234 -2.93480 5.50721 -0.047 0.071 -0.061
H 3.47864 1.91371 -3.66878 0.014 -0.063 -0.075
H -4.19214 1.33936 -0.57608 0.007 -0.033 -0.016
C 3.17260 -0.90921 -5.67893 0.060 0.017 -0.057
H 1.36086 0.21186 3.33129 0.003 0.007 0.007
H 5.94733 1.46075 2.01481 -0.067 -0.019 0.018
C -4.13401 0.37795 -1.06878 -0.025 0.004 -0.050
C 2.87218 -0.04210 -4.45062 0.011 -0.007 0.016
C -2.64094 4.62735 -1.67988 -0.012 0.002 0.008
C 1.16272 -5.19551 2.06947 0.041 0.000 0.014
C 2.30524 -4.51830 2.48586 -0.017 -0.018 0.019
C -2.70878 0.79830 3.26671 0.162 -0.062 -0.273
C -4.11141 2.85549 2.14216 -0.067 0.139 -0.148
C -4.11739 0.87978 5.27699 -0.213 0.247 -0.071
C 1.38465 0.29057 -4.38582 0.024 0.000 -0.228
O 1.45697 0.27397 -1.99206 -0.009 0.279 0.251
H 4.23933 -1.12996 -5.74765 -0.097 0.029 -0.002
C -0.63368 4.60393 -0.34555 -0.006 -0.052 -0.012
H 2.75586 1.50543 4.86992 0.005 -0.001 -0.039
H 0.13080 5.13202 0.21187 -0.044 -0.045 -0.027
H -0.26626 -2.77087 0.20417 -0.134 0.097 -0.118
H 3.41767 1.82213 -5.43911 0.018 -0.067 0.099
C -0.57728 3.22245 -0.47790 -0.079 0.229 -0.128
C -0.59195 0.65444 -3.00431 -0.177 -0.138 0.135
C 0.75620 0.40477 -3.15965 0.152 -0.046 0.235
H -2.42492 1.08334 -4.05956 0.134 -0.026 -0.006
H -1.72451 6.38165 -0.84222 -0.011 -0.063 -0.010
C 0.59383 0.52897 -5.50258 -0.027 -0.031 -0.163
H -4.01963 -3.02703 -2.89101 -0.004 0.090 0.055
C -0.42970 -2.17168 5.08414 0.206 -0.166 -0.079
H -6.23557 0.01529 -0.84181 0.058 -0.021 -0.024
H 5.50114 -2.95403 -1.83125 -0.082 0.077 -0.001
```
Positions in Å, forces in eV/Å.

Atomic partial charges in e from the Mulliken method, atoms 1 to 4: number 1, C, carries -0.95; number 2, H, carries 0.52; number 3, C, carries -1.69; number 4, C, carries -1.55